Formula: C2H9NOS
Source: the OMol25 dataset
Level of theory: ωB97M-V/def2-TZVPD

XYZ file:
```
14
Properties=species:S:1:pos:R:3
N 0.5087 -0.1121 0.0454
C 0.8023 0.8399 1.1013
C 2.0867 1.6422 0.9194
S 2.0377 2.9572 -0.3511
H 0.6370 -1.0557 0.3791
H 1.0796 -0.0043 -0.7792
H -0.0242 1.5505 1.1997
H 0.9023 0.3043 2.0335
H 2.9271 1.0047 0.6371
H 2.2986 2.1601 1.8478
H 2.1887 2.1673 -1.3872
O -5.1309 -4.2168 -1.8904
H -5.7733 -3.6426 -2.3206
H -4.5404 -3.5947 -1.4347
```

Calculated values
2S+1: 1
SMILES string: NCCS.O
HOMO level in hartree: -0.334
ΔE to the lowest compared entry with this formula, charge and spin in kJ/mol: 24.5
LUMO in eV: 0.88